(1)
72
Properties=species:S:1:pos:R:3:lowdin_charge:R:1 method="wB97M-V/def2-TZVPD" fmax_ev_per_a=7.95 lumo_ev=-12.31 orbital_gap_ev=1.5 multiplicity=1 total_charge=+2 homo_ev=-13.79
Tl -6.14182 5.69325 22.73026 0.939
As -7.71823 0.73077 18.56540 0.825
F -6.00526 0.34095 18.32066 -0.279
F -7.67427 -0.47672 19.87608 -0.312
F -9.38399 0.94917 19.04875 -0.279
F -7.90359 1.90562 17.23496 -0.289
F -8.22440 -0.51797 17.42262 -0.271
F -7.27250 2.04076 19.73107 -0.333
C -7.02621 9.97978 21.64855 -0.120
O -5.68149 9.64725 21.57947 -0.181
C -4.88082 10.60928 20.83603 -0.155
C -3.35747 10.24504 20.84156 -0.154
N -3.04601 8.81212 20.67293 0.048
C -1.60301 8.59840 20.75690 -0.177
C -0.74977 9.10065 19.61413 -0.154
O -0.99718 8.39743 18.34938 -0.161
C 0.00447 8.47053 17.34496 -0.069
H -7.49267 9.44817 22.47795 0.089
H -7.64155 9.68387 20.79892 0.096
H -7.23858 11.04403 21.75039 0.102
H -5.01902 11.63085 21.19016 0.131
H -5.24113 10.58532 19.80758 0.123
H -3.10983 10.67794 21.81077 0.127
H -2.85616 10.88620 20.11651 0.129
H -3.12245 8.64832 19.67923 0.119
H -1.39628 7.52853 20.78445 0.134
H -1.30514 8.94466 21.74658 0.136
H 0.29926 8.86390 19.79187 0.132
H -0.79823 10.18306 19.49513 0.131
H 0.80887 7.74271 17.45144 0.099
H 0.43553 9.47100 17.30845 0.100
H -0.46216 8.16791 16.40753 0.101
C -5.21357 3.91918 28.34023 -0.748
O -5.90537 4.25113 27.35907 0.044
N -5.41227 2.89377 29.06389 0.178
N -4.26580 4.66386 28.87113 0.171
H -6.25594 2.34656 28.96978 0.139
H -4.71137 2.60452 29.73111 0.129
H -4.26654 5.60270 28.49874 0.128
H -4.12306 4.36844 29.82635 0.117
C -3.93718 0.24498 23.61923 -0.800
O -4.23501 1.33815 23.41219 0.180
N -2.86490 -0.08063 24.37678 0.200
N -4.46307 -0.77891 23.11475 0.239
H -2.77291 -1.07217 24.54559 0.114
H -2.14456 0.61762 24.49363 0.122
H -5.31639 -0.71895 22.57777 0.155
H -4.08517 -1.63484 23.49513 0.133
C -8.06037 7.28256 17.10224 -0.668
O -7.46126 7.00998 18.15231 0.077
N -7.75899 8.29504 16.30043 0.182
N -9.11976 6.56429 16.71427 0.215
H -6.89453 8.78453 16.48260 0.122
H -8.29155 8.51735 15.47152 0.125
H -9.39162 6.59106 15.74191 0.128
H -9.20662 5.70649 17.24032 0.135
C -9.93783 1.30688 24.24613 -0.713
O -9.24410 2.24090 23.90331 0.122
N -10.58862 1.13372 25.34369 0.208
N -10.04319 0.17505 23.57885 0.249
H -10.44426 1.78725 26.10009 0.141
H -11.21069 0.34870 25.47354 0.134
H -10.72699 -0.49548 23.89965 0.134
H -9.43070 0.03231 22.78854 0.146
C -0.57752 4.35469 24.84289 -0.766
O -1.59417 4.87488 24.42590 0.059
N 0.31727 3.81374 24.06950 0.176
N -0.28479 4.11606 26.09390 0.175
H 0.06564 3.66656 23.10249 0.133
H 1.12947 3.50637 24.58521 0.118
H 0.65347 3.82423 26.32756 0.118
H -0.96331 4.21926 26.83488 0.124

---

(2)
12
Properties=species:S:1:pos:R:3:lowdin_charge:R:1 method="wB97M-V/def2-TZVPD" smiles="O=C[C@H]1CCO1" fmax_ev_per_a=0.45 lumo_ev=0.97 orbital_gap_ev=10.6 multiplicity=1 total_charge=0 homo_ev=-9.67
O -1.27114 -1.26346 1.63515 0.070
C -0.34288 -1.49712 0.90206 -0.190
C -0.00352 -0.68824 -0.33478 -0.292
C -0.63037 0.70286 -0.41756 -0.079
C 0.80859 1.19444 -0.20244 -0.156
O 1.32326 -0.15387 -0.17925 -0.089
H 0.36675 -2.32485 1.10968 0.133
H -0.08100 -1.32258 -1.22947 0.151
H -1.34009 0.91181 0.38512 0.108
H -1.06920 0.95772 -1.38357 0.111
H 0.99737 1.71483 0.74322 0.118
H 1.24223 1.76847 -1.02817 0.115

---

(3)
12
Properties=species:S:1:pos:R:3:lowdin_charge:R:1 method="wB97M-V/def2-TZVPD" smiles=c1c[nH]cn1.O fmax_ev_per_a=2.11 lumo_ev=0.80 orbital_gap_ev=10.0 multiplicity=1 total_charge=0 homo_ev=-9.22
C 1.00383 1.03816 0.35461 -0.156
C 0.05134 1.63665 -0.41270 -0.119
N -0.31228 0.67537 -1.35554 0.029
C 0.46512 -0.41218 -1.09795 -0.247
N 1.26899 -0.27542 -0.08295 0.052
H 1.65564 1.44143 1.10055 0.085
H -0.12825 2.63180 -0.79676 0.106
H -0.94008 0.85184 -2.12385 0.142
H 0.09352 -1.35380 -1.48892 0.118
H -0.40545 -2.39096 2.24876 0.026
H -1.46616 -1.45965 1.76801 0.014
O -1.28621 -2.38323 1.88673 -0.049

---

(4)
15
Properties=species:S:1:pos:R:3:lowdin_charge:R:1 method="wB97M-V/def2-TZVPD" smiles=C[C@@]1(CC#N)CN1 fmax_ev_per_a=1.14 lumo_ev=0.86 orbital_gap_ev=10.8 multiplicity=1 total_charge=0 homo_ev=-9.99
C 1.36628 0.30776 -0.47500 -0.018
C -0.12434 0.13303 -0.21518 -0.528
C -0.56076 -1.24813 0.25520 -0.123
C 0.17489 -1.70400 1.44157 -0.218
N 0.78387 -2.05874 2.35896 0.143
C -0.93293 1.30508 0.19024 -0.115
N -1.10033 0.70883 -1.13517 0.047
H 1.88303 -0.65719 -0.49549 0.082
H 1.53734 0.79022 -1.44374 0.081
H 1.83857 0.91872 0.29882 0.086
H -0.40187 -1.97477 -0.55145 0.131
H -1.63327 -1.23749 0.47511 0.125
H -0.41860 2.26052 0.27592 0.111
H -1.78260 1.18639 0.85963 0.106
H -0.62928 1.26976 -1.83940 0.091

---

(5)
97
Properties=species:S:1:pos:R:3:lowdin_charge:R:1 method="wB97M-V/def2-TZVPD" fmax_ev_per_a=1.47 s_squared=0.758 lumo_ev="-2.91 / -4.85" orbital_gap_ev="8.0 / 6.1" multiplicity=2 total_charge=+1 homo_ev="-10.93 / -10.93"
Ga 0.35114 -0.09319 0.01104 0.468
C 0.26053 2.61563 -3.15556 -0.008
C -0.29041 1.50841 -2.53788 -0.093
N 0.05222 1.47910 -1.23724 0.028
N 0.87619 2.55393 -1.02632 0.057
C 0.99946 3.24548 -2.16216 -0.025
B 1.30824 2.93060 0.44833 -0.598
N 2.33316 1.83624 0.93723 0.044
C 3.53875 1.98224 1.50325 -0.034
C 4.00439 0.73644 1.89152 -0.010
C 3.00243 -0.15399 1.52083 -0.075
N 1.98917 0.52339 0.97006 0.010
N 0.03237 2.79750 1.31593 0.045
C -0.69602 3.61909 2.10880 -0.044
C -1.68304 2.88223 2.71822 -0.025
C -1.49683 1.57961 2.23720 -0.096
N -0.47318 1.53472 1.39880 0.032
N 2.02923 4.25958 0.45173 -0.013
C 1.92115 5.40868 1.17603 -0.064
C 2.94453 6.23626 0.80940 -0.050
C 3.65595 5.50136 -0.16142 -0.141
N 3.11957 4.31183 -0.37712 0.055
H 0.13901 2.93179 -4.17934 0.110
H -0.94237 0.75239 -2.94430 0.121
H 1.59559 4.14367 -2.19386 0.125
H 3.98762 2.95824 1.59657 0.131
H 4.93938 0.51037 2.37699 0.110
H 2.93961 -1.22526 1.62317 0.125
H -0.49225 4.67005 2.18392 0.104
H -2.43640 3.23780 3.40158 0.103
H -2.06107 0.67918 2.43855 0.078
H 1.14980 5.56770 1.90577 0.099
H 3.15276 7.22534 1.18406 0.101
H 4.54157 5.79162 -0.70983 0.109
F 5.20977 0.52074 -2.95801 0.113
C 4.03049 -0.08335 -2.84583 -0.245
C 3.20775 0.26616 -1.78201 0.029
C 2.04281 -0.42854 -1.73738 0.052
C 1.54295 -1.35857 -2.62410 -0.074
C 2.45098 -1.65328 -3.64201 -0.197
F 2.11375 -2.55366 -4.57327 0.093
C 3.68070 -1.04167 -3.77404 0.096
C 0.14018 -1.83602 -2.52527 -0.165
C -0.43494 -2.74237 -3.40270 0.028
C -1.78514 -3.02943 -3.29330 -0.012
C -2.54486 -2.40678 -2.32015 -0.019
C -1.91029 -1.54758 -1.44600 -0.068
N -0.59515 -1.27829 -1.53516 0.073
H 3.53567 1.01480 -1.06915 0.124
H 4.33731 -1.30290 -4.59211 0.146
H 0.15825 -3.20991 -4.17080 0.116
H -2.24184 -3.73647 -3.97611 0.125
H -3.60077 -2.60355 -2.21512 0.114
H -2.45060 -1.05949 -0.64623 0.113
O 0.83541 -1.92324 0.79372 0.013
C -0.29787 -1.99588 1.38811 -0.536
O -1.09641 -1.03548 1.18082 -0.006
C -0.62828 -3.18094 2.24007 -0.124
C -1.73765 -4.05028 1.62068 -0.233
Ge -3.62078 -3.57704 1.83488 1.005
C -4.59659 -4.44868 0.38775 -0.275
C -5.98338 -4.27768 0.32188 -0.113
C -6.73727 -4.88467 -0.67472 -0.075
C -6.11674 -5.68924 -1.62321 -0.084
C -4.74555 -5.89149 -1.56169 -0.090
C -3.99327 -5.27074 -0.56650 -0.118
C -4.11553 -1.69622 1.87468 -0.270
C -4.86038 -1.12431 0.84049 -0.115
C -5.26988 0.20564 0.89806 -0.068
C -4.94807 0.98510 2.00124 -0.076
C -4.21106 0.43223 3.04179 -0.117
C -3.79387 -0.89138 2.97478 -0.135
C -4.19334 -4.43374 3.48124 -0.267
C -3.87121 -5.78585 3.65220 -0.114
C -4.24848 -6.48081 4.79265 -0.081
C -4.95862 -5.83104 5.79435 -0.083
C -5.30244 -4.49627 5.63769 -0.081
C -4.92153 -3.80295 4.49189 -0.100
H -0.90200 -2.83910 3.24022 0.129
H 0.28737 -3.76276 2.31920 0.123
H -1.69972 -5.03224 2.09554 0.067
H -1.52232 -4.20853 0.55988 0.066
H -6.48710 -3.66574 1.06376 0.107
H -7.81053 -4.73808 -0.70732 0.107
H -6.70455 -6.17122 -2.39543 0.106
H -4.26039 -6.53884 -2.28420 0.103
H -2.92518 -5.45313 -0.53874 0.088
H -5.15960 -1.72874 -0.00777 0.088
H -5.84901 0.62892 0.08638 0.106
H -5.28142 2.01533 2.05705 0.109
H -3.96628 1.03225 3.91124 0.112
H -3.20489 -1.29701 3.79137 0.111
H -3.33876 -6.32171 2.87080 0.096
H -3.99462 -7.52899 4.89887 0.106
H -5.25045 -6.36761 6.68860 0.106
H -5.87176 -3.99066 6.40852 0.105
H -5.22836 -2.76966 4.38317 0.090